C4H6HgO | wB97M-V/def2-TZVPD

The geometry in XYZ format:
```
12
Properties=species:S:1:pos:R:3:forces:R:3:mulliken_charge:R:1
Hg 4.53727 -1.05553 -0.39289 -0.3 -0.3 -0.2 0.374
O 2.66835 0.26957 0.03631 1.2 1.4 0.6 -0.460
C 0.33364 -0.09600 -0.30924 0.9 0.2 0.2 -0.272
C 1.41344 0.62404 0.09494 -2.4 -1.4 -0.9 -0.210
C -1.07409 0.38069 -0.16247 -1.4 -0.4 -1.3 -0.163
C -2.04765 -0.62444 0.35282 0.2 -0.5 1.3 -0.925
H -3.12203 -0.42452 0.31621 0.4 0.0 -0.1 0.323
H 1.21647 1.63838 0.49885 0.6 -0.4 0.0 0.268
H 0.49867 -1.08967 -0.74444 0.0 0.4 0.2 0.308
H -1.09412 1.30584 0.44932 -0.2 -0.1 -0.6 0.264
H -1.62656 0.48238 -1.16974 1.4 1.0 0.8 0.160
H -1.70338 -1.41077 1.03033 -0.2 0.1 -0.3 0.333
```
Forces are in eV/Å.

The charge is 0. The value obtained for the relative energy (zero: lowest compared OMol25 entry of this formula, charge and spin) is 0.0 kcal/mol. The value obtained for the HOMO energy (spin up / spin down) is -7.71 / -8.03 eV. The HOMO-LUMO gap (spin up / spin down) comes out at 8.110 / 4.900 eV. The multiplicity is 3. Its LUMO energy (spin up / spin down) is 0.4 / -3.1 eV.


C23H45FN2O33S7 | wB97M-V/def2-TZVPD

The geometry in XYZ format:
```
111
Properties=species:S:1:pos:R:3:forces:R:3:mulliken_charge:R:1
S 1.23651 2.83847 -5.94756 -0.1 0.8 -0.8 1.056
S -4.62563 -1.06677 -0.80332 1.0 0.6 -1.4 0.942
S -0.21989 -0.42539 -1.15207 0.6 -1.6 1.0 0.672
S 5.08611 -2.76830 2.23155 0.2 0.7 0.9 1.086
S -0.70256 6.09855 -3.83148 -0.9 -0.9 1.3 1.038
S -2.53367 -6.37205 -2.82818 0.0 -0.1 0.9 1.112
S 0.91596 0.84958 4.86916 0.9 0.1 1.2 1.239
F -1.87167 -5.14599 1.95845 0.0 -0.1 0.3 -0.305
O 1.22051 4.28127 -6.04913 0.0 -2.0 0.5 -0.515
O 1.26850 0.78693 6.44375 -0.1 0.2 -1.1 -0.405
O 1.10798 -0.70111 -0.21321 0.5 1.4 -1.5 -0.306
O -0.84759 6.59870 -2.31007 0.2 1.3 -0.5 -0.417
O -4.01600 0.33657 -1.39202 -0.5 -1.4 0.8 -0.200
O -0.13894 4.62643 -3.29471 0.2 0.9 -2.3 -0.186
O -3.15617 3.75275 0.50923 0.0 0.3 0.2 -0.574
O -4.39436 -3.83427 0.99260 0.0 0.0 1.0 -0.081
O 1.09930 2.37347 -4.41229 0.2 0.8 -0.3 -0.120
O 0.00608 -0.65333 -2.56071 0.0 -0.4 2.1 -0.618
O 0.39713 2.05676 -6.80341 0.3 0.5 0.7 -0.593
O 0.70699 -0.46308 4.31931 -0.1 0.7 0.2 -0.582
O 6.10456 -3.93023 2.76404 -1.5 0.7 -0.7 -0.314
O -0.78006 0.80812 -0.74963 -0.2 0.5 0.1 0.060
O -4.86557 -0.97831 0.58833 -0.3 0.4 0.1 -0.560
O -0.97489 -1.66305 -0.41314 -0.7 0.7 -1.7 -0.133
O -3.50233 -7.00789 -1.96575 1.1 1.2 -0.8 -0.527
O 3.94636 2.73310 2.14421 0.4 0.3 -0.6 -0.703
O -5.72917 -4.16994 2.74586 -0.1 -0.4 0.6 -0.508
O -3.74957 -2.11415 -1.27154 -1.4 0.9 -0.1 -0.296
O 2.44013 1.28867 4.46359 -1.7 0.2 -0.4 -0.158
O 2.72731 2.27337 -6.16298 -0.3 0.0 -0.4 -0.369
O -1.29524 -5.81957 -1.96317 -0.7 -0.8 0.7 -0.353
O 6.07728 -2.21407 1.01341 -1.4 -0.9 1.1 -0.290
O -4.08973 -5.68768 2.22284 0.4 0.2 0.3 -0.360
O -2.06830 -7.10822 -3.95343 0.1 0.4 0.1 -0.579
O 3.83088 -3.28847 1.76867 1.5 0.0 -0.5 -0.539
O -0.08675 1.86245 4.75114 1.1 -0.5 -0.5 -0.565
O -2.98301 -4.90855 -3.23677 -1.3 -0.4 -0.3 -0.316
O 4.99070 -1.75765 3.25133 0.5 -0.7 -0.9 -0.517
O -6.01465 -0.95884 -1.63911 1.5 -1.3 0.9 -0.385
O 0.26370 6.86864 -4.54661 -0.4 -0.9 1.0 -0.512
O -2.02860 5.96965 -4.37250 1.1 -0.3 0.2 -0.570
N -2.49531 3.14033 2.56460 -0.8 -0.5 1.5 -0.057
N 3.37787 1.40929 0.40152 -0.6 0.1 -1.1 0.263
C -1.22169 5.55551 -1.44588 -0.4 -1.1 0.6 -0.301
C 4.64683 0.76728 0.15004 0.8 1.2 1.4 -0.890
C -6.37033 0.39522 -1.89891 0.5 0.0 0.1 -0.354
C 3.13086 2.36782 1.31079 -0.5 -0.4 2.2 0.731
C 2.19764 1.50771 -4.05881 0.0 0.1 -0.7 0.054
C -3.13766 3.96651 1.72141 0.1 -0.1 -1.1 0.492
C 2.57327 0.17652 6.52668 -0.4 -0.4 1.1 -0.461
C -1.87092 1.87360 2.17890 -0.2 0.8 -0.2 -0.292
C -2.99298 -5.63296 1.33798 -0.9 0.3 -0.8 0.303
C 7.30070 -2.91886 0.99697 1.3 -1.1 -0.7 -0.274
C 3.34772 0.50420 5.25540 -0.1 -0.4 -0.6 -0.192
C -5.03645 1.20185 -1.90033 0.1 0.1 -0.4 -0.215
C -4.82281 -4.52709 2.08292 0.0 0.5 -0.9 0.433
C 7.13237 -4.21765 1.81661 0.2 0.7 0.2 -0.393
C -0.47370 4.29402 -1.97168 -0.8 1.3 0.9 0.218
C -1.89439 -4.01594 -3.39581 0.9 0.0 1.2 -0.180
C -0.65329 -1.61101 0.97518 -0.8 -0.1 0.8 0.063
C -3.49428 -4.65590 0.30241 0.3 -0.5 -0.7 0.478
C 0.84127 -1.47863 0.94514 0.0 -1.3 0.6 0.063
C -0.86188 -4.48998 -2.31018 0.7 -1.2 -1.6 0.147
C 1.64675 2.77208 1.45735 1.3 0.3 -1.2 0.131
C -3.71780 5.23516 2.31563 -0.7 0.0 -0.8 -1.081
C 3.37483 2.03332 -4.90752 -1.1 0.1 -0.1 -0.337
H -1.80185 1.18932 3.01858 -0.1 0.2 0.2 0.518
H 4.91780 0.11929 0.98769 -0.4 -0.9 -0.6 0.107
H -2.43874 1.39680 1.38229 0.2 0.1 -0.2 0.172
H 1.62928 3.81974 1.74752 -0.1 -0.1 0.2 0.421
H -2.26065 -3.00963 -3.22375 -0.1 0.0 -0.1 0.159
H 7.97108 -4.48890 2.45246 0.3 0.1 -0.4 0.305
H 0.07148 -4.70984 -2.83390 0.2 0.6 0.1 0.377
H -2.82011 3.19761 3.51901 0.4 0.1 0.0 0.242
H 4.71295 0.41188 -0.87048 -0.1 -0.6 0.2 0.333
H 0.44787 4.12038 -1.41802 0.0 -0.3 -0.1 0.006
H -1.02622 5.82836 -0.41071 0.6 0.1 -0.2 0.315
H 1.25546 -1.10549 1.88125 0.1 0.7 -0.3 0.180
H -3.74176 5.28076 3.40043 0.4 0.2 0.0 0.348
H -4.67066 1.48047 -2.88838 -0.4 0.0 -0.1 0.303
H 6.90421 -5.02065 1.11700 -0.5 -0.2 0.4 0.281
H -2.77867 -6.59051 0.87301 0.1 -0.3 0.5 0.380
H -1.41962 -4.13963 -4.36646 -0.3 0.1 -0.2 0.377
H 3.62067 -0.41360 4.73273 -0.1 0.1 -0.1 0.138
H -3.21949 6.05522 1.79439 0.5 0.1 0.7 0.225
H 1.28550 -2.46577 0.79350 0.1 0.1 -0.1 0.202
H 3.73635 3.02249 -4.62033 0.3 -0.4 0.7 0.333
H -0.63419 -3.93868 -1.40494 -0.7 0.3 0.0 -0.193
H -1.04695 -2.50907 1.45146 0.4 -0.3 -0.3 0.410
H -2.66826 -4.09824 -0.13168 -0.3 0.2 -0.1 -0.560
H 8.14936 -2.29192 1.26756 -0.3 0.2 0.5 0.320
H -5.08382 2.09757 -1.28242 -0.1 -0.1 0.1 0.162
H 7.53006 -3.28003 -0.00775 -0.3 0.5 -0.2 0.276
H 2.56529 1.12685 -0.12089 0.2 -0.3 -0.1 -0.206
H 1.20278 2.68278 0.46278 -0.6 -0.1 0.3 -0.130
H 2.36064 1.54529 -2.98589 -0.1 0.1 0.0 -0.040
H 4.14216 1.28563 -5.08342 0.1 0.2 0.1 0.315
H -0.86922 2.17104 1.88652 0.1 -0.7 -0.5 -0.278
H -4.73652 5.41878 1.96280 -0.1 -0.6 0.0 0.336
H 4.25026 1.09716 5.37485 -0.2 0.2 0.2 0.394
H -1.20965 3.49511 -1.90685 0.5 -0.5 -0.2 0.064
H 3.08490 0.57924 7.39885 -0.3 -0.1 0.1 0.297
H 5.46269 1.48142 0.31432 -0.3 0.5 -0.5 0.413
H -7.01700 0.73605 -1.08932 -0.2 0.1 -0.3 0.296
H -2.28691 5.31501 -1.42508 -0.1 0.5 -0.6 0.249
H -4.08426 -5.20054 -0.43879 0.5 0.0 -0.3 0.212
H 2.30248 -0.87315 6.65443 0.9 -0.1 -0.1 0.320
H -1.19517 -0.81211 1.48952 0.3 0.4 -0.4 -0.404
H 1.83089 0.54121 -4.40676 0.7 -0.4 0.3 0.188
H 1.15692 2.15069 2.20280 0.1 0.0 -0.1 -0.533
H -6.85967 0.28261 -2.86500 -0.1 0.8 0.1 0.270
```
Forces are in eV/Å.

The charge is 0. The value obtained for the HOMO energy is -9.74 eV. The HOMO-LUMO gap comes out at 9.532 eV. Its LUMO energy is -0.2 eV.


C33H36GeN7O5V | wB97M-V/def2-TZVPD

The geometry in XYZ format:
```
83
Properties=species:S:1:pos:R:3:forces:R:3:mulliken_charge:R:1
Ge -2.75185 4.99317 -4.54460 1.6 0.2 -2.5 0.288
V 0.52207 -0.31237 0.37193 -2.1 0.4 -1.4 0.471
O 0.49863 3.25761 2.16722 0.5 -0.8 -1.2 -0.692
O 2.53452 -2.27678 2.44246 -0.9 -0.9 -0.9 -0.730
O -3.05573 1.38555 -0.42355 1.6 -1.5 0.7 -0.661
O -1.46063 -0.25924 -0.34529 -0.4 1.7 1.4 -0.697
O 0.83257 -2.02303 1.03641 0.2 -1.0 -0.2 -0.596
N 3.00358 -5.06936 2.86916 -0.6 -1.4 -1.7 -0.301
N -1.64267 1.13587 -5.50417 0.1 1.3 -0.5 -0.514
N -2.31015 0.75761 -3.35701 0.5 -0.7 3.1 -0.287
N -0.13993 1.15775 1.45062 3.0 0.1 -1.4 0.053
N 0.00691 0.85114 -3.93502 0.5 -0.6 1.7 -0.648
N 0.86589 0.39087 -1.61755 -0.7 0.2 -2.2 -0.321
N 2.39313 0.48454 0.71754 1.2 0.4 0.4 -0.356
C -1.30211 0.90985 -4.19398 -0.2 0.1 -0.3 0.545
C 2.83287 -6.36347 0.76365 -0.3 0.0 -1.0 -0.178
C -3.67035 5.01111 -2.89685 -0.1 -0.8 0.0 0.217
C 1.97271 5.24962 -3.75973 1.7 1.5 0.0 -0.580
C 3.33199 -4.87571 5.62242 -0.7 0.0 -0.5 -1.653
C -5.40375 4.23837 -1.37012 0.6 0.8 0.3 -0.594
C 1.30167 4.06432 -3.81021 -0.9 -1.0 0.2 -0.317
C -3.06059 5.68955 -1.88987 -0.9 0.7 2.1 -0.269
C 0.72714 2.22002 1.55007 0.6 -0.1 0.4 0.570
C 1.85275 -5.17553 3.65148 -1.7 -1.2 -1.0 1.092
C 1.94050 -4.03901 -0.61198 0.9 -2.5 1.9 -0.947
C -0.42245 -5.26627 5.20937 0.0 -0.7 0.3 -1.202
C -0.48841 -5.52807 3.87251 0.0 0.0 -1.4 -0.831
C 2.07535 -5.26756 -1.28254 -0.6 1.5 -0.1 -0.615
C 0.60235 -5.46974 3.01568 0.1 0.0 0.6 -0.934
C -1.52772 1.44990 1.45544 -0.3 -0.7 -0.3 -0.804
C -4.83520 4.30197 -2.63269 -0.6 -0.4 0.2 -0.106
C 1.33785 6.46787 -4.02284 -1.4 0.1 0.4 -0.551
C -2.10906 0.80109 0.15109 -0.9 0.8 -0.8 0.913
C -0.05784 6.47545 -4.23909 1.0 0.1 -1.6 -0.328
C 2.66855 -5.17612 1.46898 1.3 0.3 -0.4 -0.902
C 2.44813 -6.38393 -0.59604 0.6 -1.8 0.8 -0.502
C -3.63699 5.71851 -0.59877 0.4 -1.0 -1.1 -0.786
C 2.21196 -4.03816 0.76976 -1.3 1.2 0.2 1.339
C 0.44900 0.60220 -2.70592 -0.5 -0.1 0.6 0.705
C -0.69597 5.24800 -4.30390 -3.3 0.9 0.6 -0.231
C 0.86147 -4.89806 7.29753 0.2 0.5 1.2 -1.446
C -4.75333 4.94503 -0.32554 -0.6 0.1 -0.6 -0.390
C 1.82363 -2.73583 1.53459 2.1 0.9 0.3 0.712
C -0.07467 4.08248 -3.98008 -0.3 -1.3 -0.9 0.840
C 1.93459 -5.15426 5.02969 1.4 1.2 0.9 0.516
C 0.78465 -5.13996 5.83584 0.9 0.2 -0.5 1.144
C 2.17520 1.94103 0.87086 -2.4 -0.1 1.1 -0.617
H 1.18670 -5.79620 7.88241 -0.2 0.7 -0.5 0.297
H -2.22739 0.56086 -2.30649 0.3 0.2 -1.6 -0.016
H -1.07418 1.87100 -5.92474 0.6 -0.7 0.0 0.362
H 3.05827 5.28543 -3.55093 -0.7 -0.2 -0.3 0.327
H 1.57135 -3.16879 -1.05004 -0.5 1.2 -0.9 0.509
H 4.09077 -5.52830 5.23367 0.2 -0.6 -0.6 0.433
H 2.44137 -7.38494 -1.07982 0.2 0.9 0.1 0.329
H 1.79572 -5.32479 -2.31687 0.0 -0.1 -0.4 0.413
H 3.70712 -3.86668 5.35777 -0.4 -0.3 0.6 0.269
H -2.58420 1.48526 -5.67211 -0.1 -0.6 0.5 0.339
H -0.11957 -4.56054 7.69456 0.5 -0.4 -0.2 0.370
H -3.22682 1.09766 -3.53777 -0.5 0.2 -0.7 0.251
H 3.22953 -7.31347 1.15059 -0.3 0.8 0.4 0.408
H -0.57750 7.33610 -4.69510 0.4 -0.2 0.9 0.366
H 1.76945 3.09901 -3.75982 0.5 -0.1 0.3 0.502
H 2.28197 2.41808 -0.08251 -0.3 0.3 -0.5 0.298
H 2.74730 0.10093 1.57661 0.0 -0.3 0.8 0.279
H 0.46194 -5.67980 1.91849 0.3 0.4 1.5 0.175
H -1.63488 2.52465 1.51092 -0.6 0.2 -0.3 0.442
H -1.45033 -5.77137 3.48541 -0.6 -0.1 -0.5 0.416
H 1.57236 -4.06071 7.47983 -0.4 -0.7 0.2 0.366
H -3.07345 6.22600 0.15423 -0.1 0.3 0.6 0.415
H 2.77973 2.42459 1.58647 1.4 0.3 0.6 0.428
H 1.85142 7.42476 -4.02915 0.2 -0.3 0.0 0.387
H -2.19944 6.29649 -2.02741 0.8 0.2 -0.3 0.396
H -5.16300 4.95134 0.67284 -0.1 -0.2 0.1 0.411
H -0.71825 3.17673 -4.06197 1.1 0.7 0.4 -0.590
H -6.34923 3.70240 -1.23873 0.5 0.1 0.2 0.377
H 3.34557 -5.09944 6.67523 0.0 0.5 0.5 0.497
H -1.88334 1.03617 2.37778 -1.2 -0.4 0.3 0.355
H 3.50490 -4.22995 2.98476 0.6 1.2 0.6 0.520
H 3.17322 0.30837 0.08420 -0.4 0.1 -0.3 0.246
H -5.32492 3.77181 -3.43244 -0.1 -0.1 -0.3 0.389
H -1.32259 -5.33754 5.76804 -0.6 0.2 0.6 0.393
H -2.76375 3.67609 -5.48097 -0.2 0.5 0.9 -0.207
H -3.46604 5.97077 -5.55386 0.5 -0.1 0.4 0.028
```
Forces are in eV/Å.

The charge is 0. The value obtained for the HOMO energy (spin up / spin down) is -7.86 / -7.86 eV. The HOMO-LUMO gap (spin up / spin down) comes out at 7.653 / 8.032 eV. The multiplicity is 3. Its LUMO energy (spin up / spin down) is -0.2 / 0.2 eV.


C2H6N2P | wB97M-V/def2-TZVPD

The geometry in XYZ format:
```
11
Properties=species:S:1:pos:R:3:forces:R:3:mulliken_charge:R:1
P -1.84454 0.20940 -0.04518 2.4 -0.5 0.5 0.132
N -0.83078 -1.25121 -0.21155 -3.2 1.2 0.7 -0.141
N 0.93353 0.13705 -0.07331 -1.5 3.7 0.6 -0.026
C -0.09571 1.13030 -0.33896 -0.7 -4.0 -1.2 -0.643
C 0.51150 -1.09217 -0.22889 2.4 -4.1 -1.1 -0.315
H -1.26369 -2.14174 -0.05173 0.0 -0.6 -0.1 0.297
H 1.89689 0.18423 0.14969 1.0 1.3 0.3 0.246
H -0.00869 2.00808 0.10524 0.6 3.8 2.7 0.462
H 0.02021 1.37567 -1.38142 -0.5 -0.1 -1.0 0.387
H -1.94750 0.15756 1.47635 0.5 0.3 -1.5 0.184
H 1.31255 -1.80722 -0.23038 -0.8 -0.9 0.0 0.417
```
Forces are in eV/Å.

The charge is +1. The value obtained for the relative energy (zero: lowest compared OMol25 entry of this formula, charge and spin) is 1.7 kcal/mol. The value obtained for the HOMO energy (spin up / spin down) is -10.61 / -15.20 eV. The HOMO-LUMO gap (spin up / spin down) comes out at 6.525 / 6.810 eV. The multiplicity is 3. Its LUMO energy (spin up / spin down) is -4.1 / -8.4 eV.